Molecular formula: C38H43N13OP2S7Tl
Method: DFT, ωB97M-V/def2-TZVPD

Computed properties:
LUMO level (spin up / spin down) = -0.1631 / -0.1657 hartree
charge = +1
strongest force on any atom = 0.614 eV/A
E = -5903.1868 Eh
E_HOMO (spin up / spin down) = -10.005 / -9.987 eV

Last column: Mulliken charge in e.
Positions of all 105 atoms, in Å:
Tl 0.3863 -0.0416 0.1270  0.985
C -5.1839 -2.3586 -0.6101  -1.383
P -4.8675 -0.7667 0.2640  0.838
C -6.5321 -0.0001 0.0743  -1.387
C -5.0427 -1.3524 2.0180  -1.118
C -3.9896 -2.3862 2.4580  -1.242
P -2.2745 -2.1221 1.8066  0.897
C -1.5250 -3.6987 2.3941  -1.337
C -1.6410 -0.9974 3.1186  -0.608
H -6.0817 -2.8531 -0.2321  0.410
H -4.3292 -3.0278 -0.4946  0.297
H -5.3114 -2.1557 -1.6745  0.369
H -7.3306 -0.6799 0.3816  0.407
H -6.6892 0.2764 -0.9690  0.380
H -6.5911 0.9079 0.6756  0.373
H -6.0413 -1.7832 2.1279  0.547
H -4.9957 -0.4680 2.6577  0.418
H -4.3026 -3.3743 2.1130  0.420
H -3.9180 -2.4251 3.5475  0.589
H -1.7981 -3.9181 3.4291  0.411
H -0.4399 -3.6204 2.3216  0.154
H -1.8520 -4.5237 1.7592  0.391
H -1.8048 -1.4202 4.1133  0.537
H -2.1444 -0.0334 3.0445  0.184
H -0.5692 -0.8462 2.9759  -0.363
N 2.8146 1.5134 2.5699  0.046
C 3.6448 1.2028 1.5564  -0.085
N 4.8937 1.6520 1.6335  -0.775
C 5.6731 1.2893 0.6152  0.266
N 6.9431 1.7196 0.6203  -0.343
N 5.2889 0.5244 -0.4245  -0.647
C 4.0211 0.1451 -0.3916  -0.266
N 3.1454 0.4532 0.5552  1.014
C 3.5750 -0.7523 -1.5050  0.359
C 4.4423 -1.0132 -2.5566  -0.707
C 4.0599 -1.9190 -3.5317  -0.624
C 2.8367 -2.5531 -3.4092  -0.870
C 2.0273 -2.2178 -2.3351  -0.458
N 2.3673 -1.3219 -1.4109  0.415
H 3.1230 2.1619 3.2735  0.297
H 1.8482 1.2447 2.5217  -0.046
H 7.2876 2.2258 1.4160  0.255
H 7.5644 1.4334 -0.1138  0.238
H 5.3986 -0.5137 -2.5917  0.551
H 4.7118 -2.1315 -4.3688  0.462
H 2.5044 -3.2872 -4.1303  0.469
H 1.0611 -2.6905 -2.2097  0.604
N -3.3218 6.9474 0.9062  -0.241
C -3.3638 6.0100 -0.0539  -0.108
S -4.2044 6.2041 -1.4501  -0.379
C -2.5909 4.7748 0.2608  0.688
C -2.5926 3.5843 -0.6684  -0.721
C -2.7302 2.2457 -0.0999  -0.286
N -2.2080 1.9461 1.0235  0.046
C -1.5421 2.9982 1.6602  -0.259
C -1.9484 4.4492 1.6095  -1.874
H -3.7914 7.8209 0.7296  0.240
H -2.6938 6.8943 1.6890  0.173
H -3.0390 3.7847 -1.6310  0.624
H -3.2780 1.4755 -0.6353  0.469
H -1.0353 2.7303 2.5808  0.441
H -2.0438 5.0256 2.5182  0.411
N 2.8439 3.9001 -0.0731  -0.244
C 1.5641 3.4737 0.0094  0.602
O 1.1389 2.5505 -0.6664  -0.724
C 0.7012 4.1674 0.9901  0.301
C 1.2612 4.8780 2.0602  -0.304
N 1.7441 5.4518 2.9418  -0.490
C -0.7277 4.0526 0.8327  1.593
N -1.3569 4.3806 -0.4721  -0.605
H 3.4389 3.4803 -0.7675  0.270
H 3.1794 4.7011 0.4348  0.182
S -2.2116 -3.3431 -5.7653  -0.127
C -1.8047 -2.3281 -4.3628  0.250
C -1.9244 -2.8553 -3.0825  -0.507
C -1.5345 -2.0767 -2.0041  -0.537
N -1.0507 -0.8420 -2.1364  0.422
C -0.9635 -0.3317 -3.3664  -0.764
C -1.3206 -1.0327 -4.5043  -0.751
C -3.3491 -2.2484 -6.6027  0.119
C -2.9414 -1.4837 -7.6832  0.005
C -3.8892 -0.6875 -8.3147  -0.401
N -5.1628 -0.6248 -7.9399  -0.552
C -5.5395 -1.3674 -6.9013  -0.412
C -4.6757 -2.1966 -6.2001  -0.198
H -2.3183 -3.8523 -2.9362  0.493
H -1.6317 -2.4414 -0.9856  0.220
H -0.5687 0.6761 -3.4409  0.451
H -1.2235 -0.5792 -5.4815  0.476
H -1.9183 -1.5116 -8.0330  0.451
H -3.6107 -0.0758 -9.1653  0.359
H -6.5847 -1.3021 -6.6212  0.359
H -5.0250 -2.7892 -5.3655  0.423
C 5.3575 -2.9352 0.9442  -0.414
S 5.4805 -3.5065 2.6545  -0.096
C 4.2005 -2.7483 3.5324  0.284
C 2.9117 -2.3683 3.1332  0.020
S 2.1970 -2.6010 1.6493  -0.131
S 1.9575 -1.6525 4.4286  0.114
C 3.0941 -1.8161 5.7252  -0.063
S 2.8133 -1.3518 7.2512  -0.155
S 4.6088 -2.5010 5.1964  -0.102
H 6.3132 -3.2192 0.5059  0.464
H 5.2502 -1.8532 0.9166  -0.131
H 4.5395 -3.4171 0.4213  0.301